This record from OMol25 describes a 2-piece molecular cluster, C6H10Cl2 overall in a non-equilibrium geometry. The level of theory is ωB97M-V/def2-TZVPD.

Structure (XYZ):
```
18
Properties=species:S:1:pos:R:3:forces:R:3
C -1.09726 -0.00016 -0.60707 2.5224 -0.0913 -0.4935
H 4.09180 1.11042 1.22015 -1.6301 -1.2887 -1.4050
C 3.23050 0.78507 0.49051 0.9409 -0.4232 1.7189
C -2.57609 -0.11245 -0.85117 -0.2923 -0.2206 0.8891
C 2.57228 -0.35395 0.35878 1.7427 0.4952 0.5137
H -0.10489 -0.85447 1.21964 -0.1464 0.0817 0.0393
H -2.91813 0.09595 -1.82151 0.1466 1.3698 -1.5925
C -0.65595 1.23723 0.03771 0.2178 1.8489 1.2575
H 0.12373 1.95946 -0.20677 -0.2279 -0.6914 -0.7173
H 0.56394 -1.46160 -0.28953 -0.9963 0.0177 0.2815
H -2.84064 -1.15147 -0.90864 -0.4803 -0.7200 1.2210
C -0.38672 -1.18759 0.22413 -0.0969 0.3373 -1.2369
Cl 2.94331 -1.89574 0.92220 -0.1869 -0.0790 0.0939
Cl -1.07743 1.61188 1.68070 -0.3648 -0.2630 -0.0062
H -0.55688 0.15714 -1.58047 -0.4852 -0.8934 0.5028
H -1.03331 -2.05877 0.33878 0.0283 -0.0135 -0.2088
H -3.12685 0.54137 -0.15789 -0.1565 -0.8582 -0.0218
H 2.84859 1.57771 -0.06957 -0.5351 1.3917 -0.8359
```
Positions in Å, forces in eV/Å.

Properties
Energy relative to the best compared isomer or geometry (same formula, charge and spin), eV: 5.517
HOMO (alpha / beta), eV: -9.472 / -7.742
Lowest unoccupied orbital energy (alpha / beta), eV: 0.35 / -1.08

Atomic partial charges in e from the Mulliken method, atoms 1 to 6: number 1, C, carries 0.919; number 2, H, carries 0.225; number 3, C, carries -0.542; number 4, C, carries -1.238; number 5, C, carries 0.158; number 6, H, carries 0.337

This record from OMol25 describes C6H10ClN as an isolated structure in a non-equilibrium geometry. The level of theory is ωB97M-V/def2-TZVPD.

Structure (XYZ):
```
18
Properties=species:S:1:pos:R:3:forces:R:3
C 2.31437 -0.55424 -0.27622 1.5641 0.3359 -1.9531
Cl -3.00085 -0.72629 0.16435 -1.6348 -0.0723 -0.3682
N 1.05766 -0.88477 0.39884 0.5046 0.1446 -0.7454
H 0.34823 0.02614 -2.16549 -2.2513 0.4337 1.7892
C -0.02139 -0.51223 -0.06808 -4.1306 -0.9091 1.5318
H 2.95688 -1.48146 -0.25319 -0.3949 1.2541 0.4553
H 0.73086 1.78480 -0.34658 -0.2281 1.0369 -0.3668
H -1.54818 0.24090 -1.46966 1.9644 -0.8381 -0.4000
C -0.42089 0.28978 -1.27369 0.2727 0.1740 -1.5069
C -1.43126 -1.23419 2.31793 -2.6264 0.6751 0.1872
C -1.60665 -0.94261 1.03407 4.5319 0.6624 -0.7842
H -0.44994 -1.16165 2.68583 1.1953 -0.2653 0.4468
H -1.07812 2.07316 -0.16419 1.2849 -0.9603 -0.0934
H -0.49694 2.53772 -1.61413 1.2553 -0.8765 -0.1779
C -0.23383 1.75006 -0.86783 -1.5810 1.1718 1.0679
H 2.44203 -0.22178 -1.47273 -1.2785 -0.7340 2.8649
H -2.29060 -1.30864 3.08622 1.4251 -0.1291 -1.5404
H 2.72861 0.32528 0.28455 0.1272 -1.1039 -0.4068
```
Positions in Å, forces in eV/Å.

Properties
Energy relative to the best compared isomer or geometry (same formula, charge and spin), eV: 3.654
HOMO, eV: -9.080
Lowest unoccupied orbital energy, eV: 0.84

Atomic partial charges in e from the Mulliken method, atoms 1 to 6: number 1, C, carries -0.764; number 2, Cl, carries -0.210; number 3, N, carries -0.417; number 4, H, carries 0.258; number 5, C, carries 0.380; number 6, H, carries 0.307

This record from OMol25 describes C6H10F3KLi2MgNO9P as an isolated structure in a non-equilibrium geometry. The level of theory is ωB97M-V/def2-TZVPD.

Structure (XYZ):
```
34
Properties=species:S:1:pos:R:3:forces:R:3
H -1.70493 -1.95207 -2.47561 0.9703 0.3163 0.8766
O -1.58150 -1.51924 -0.44470 1.6221 -0.8302 1.5642
H 0.52598 5.10011 2.10432 -0.1405 -0.1796 0.0436
H 0.88728 4.72359 3.80255 0.3119 0.3211 -0.2234
N -0.11545 -0.57540 -2.23511 2.1463 -0.4788 2.9067
H -0.30800 -2.72034 -1.62857 -1.2576 1.0417 1.0643
P -3.97222 -3.51441 -3.99223 0.2479 0.1122 -0.0869
O -4.70298 -4.26806 -2.87965 -0.2741 0.1857 -0.4718
O 2.62457 2.77344 2.84498 -0.9966 -0.1256 -0.1043
C 1.64342 -1.19231 -0.39626 0.6312 1.9158 -0.1421
H 2.70839 -0.84521 -0.26289 -1.0344 -0.0951 0.2888
O -4.06513 -4.32634 -5.28550 0.1375 -0.2148 0.4611
O -4.63128 -2.14602 -4.17729 0.1051 -0.1968 0.4861
Li -0.11779 -0.55631 0.96301 -1.1320 0.5221 -1.2476
O 0.39909 3.09247 2.63378 0.4640 -0.2748 -0.6961
F 0.77472 -3.50189 -0.28528 0.3985 -0.7924 -0.1916
C -0.89308 -1.74637 -1.71578 -0.7267 1.2927 -2.6980
O -2.49817 -3.31868 -3.62744 -0.2857 -0.0777 -0.5785
C 0.99802 4.37678 2.76674 -0.5508 0.8248 -0.5637
C 2.42557 4.10669 2.39582 0.8750 0.6639 0.0856
H 1.18417 -1.34564 0.65143 1.7490 -0.8246 -1.7573
K 0.45669 2.70554 4.95158 -0.7607 -0.6559 2.8108
Li 1.35552 -2.39317 -2.40956 -1.2737 0.1098 -0.5152
C 0.86419 -0.06807 -1.27614 0.0855 -3.2700 -3.6704
F 3.26481 4.91869 3.07188 -0.0383 -0.1130 -0.0143
H -2.31180 0.01229 0.40671 -0.1268 -0.3000 -0.2414
O 1.23503 0.99419 2.80576 -0.1333 1.0684 0.4150
H 1.71260 -2.21204 -0.90405 -0.3427 1.2990 2.4206
O -2.35571 -0.32826 -0.50088 -0.5486 0.6858 -0.5681
F 0.31500 0.94004 -0.31276 -0.0817 0.1292 1.2708
C 1.40724 2.17511 2.76631 0.8989 -1.4748 -2.1419
H 2.63242 4.16943 1.32532 0.0540 -0.0189 0.0781
H 1.64410 0.47999 -1.87785 -0.9145 0.0273 0.9346
Mg 0.19921 -2.03853 3.19734 -0.0784 -0.5932 0.2056
```
Positions in Å, forces in eV/Å.

Properties
HOMO, eV: -6.809
Lowest unoccupied orbital energy, eV: -2.94

Atomic partial charges in e from the Mulliken method, atoms 1 to 6: number 1, H, carries 0.145; number 2, O, carries -0.343; number 3, H, carries 0.310; number 4, H, carries 0.345; number 5, N, carries -0.704; number 6, H, carries 0.084

This record from OMol25 describes a 2-piece molecular cluster, C6H10FN2 overall in a non-equilibrium geometry. The level of theory is ωB97M-V/def2-TZVPD.

Structure (XYZ):
```
19
Properties=species:S:1:pos:R:3:forces:R:3
C -1.57852 -0.06782 0.07093 1.9096 0.1812 -0.6770
F -2.68458 0.65422 0.09049 0.0672 -0.4570 0.3097
H 1.45548 2.25603 0.81377 0.5983 -0.0556 0.9046
C -1.22494 -0.94395 -1.04033 0.4492 0.0718 0.8721
H 1.12918 -0.31297 1.96480 1.4524 0.7767 2.5031
H -1.86677 -0.99104 -1.89197 -0.5043 0.0471 -0.2426
H 0.02953 1.84194 -1.65206 -0.0878 -0.7774 -1.6294
C 0.44387 -0.57072 1.26938 -4.0399 -0.5925 -3.2041
C 0.13584 1.97318 -0.62886 0.4576 0.0500 2.4055
C 0.75017 -1.56825 0.23624 2.9773 -3.9537 1.0955
H 1.86751 -1.48000 0.16616 -0.6346 -0.0342 -1.0424
H 0.81994 -2.68075 0.69468 -0.5502 2.0010 -0.5085
N 1.24014 1.62040 0.08435 -1.9320 0.2248 -1.1872
H -0.97037 0.78166 1.71543 -0.4200 0.7082 1.2735
H 0.00313 -2.33798 -1.82743 1.0493 -0.5294 -0.2713
N -0.78625 -0.02939 1.18067 0.3736 -0.0290 -0.9788
C -0.07979 -1.66507 -1.00825 -1.8503 1.8988 1.1173
H 1.81612 0.82463 -0.10769 0.5069 0.2644 -0.4661
H -0.49969 2.69588 -0.13030 0.1778 0.2047 -0.2738
```
Positions in Å, forces in eV/Å.

Properties
Energy relative to the best compared isomer or geometry (same formula, charge and spin), eV: 4.492
HOMO (alpha / beta), eV: -11.395 / -11.016
Charge: +1
Lowest unoccupied orbital energy (alpha / beta), eV: -4.34 / -4.73

Atomic partial charges in e from the Mulliken method, atoms 1 to 6: number 1, C, carries 0.310; number 2, F, carries -0.265; number 3, H, carries 0.256; number 4, C, carries -0.363; number 5, H, carries 0.577; number 6, H, carries 0.469

This record from OMol25 describes C6H10FN2O7S3 as an isolated structure in a non-equilibrium geometry. The level of theory is ωB97M-V/def2-TZVPD.

Structure (XYZ):
```
29
Properties=species:S:1:pos:R:3:forces:R:3
N -3.95513 -1.25822 1.39449 -1.0548 3.0716 -5.7006
O 4.62386 -3.32733 -1.33919 -3.0363 3.7018 4.6760
H 1.09534 1.38719 1.78216 -0.5144 1.7803 -1.3600
H -0.11702 2.25579 -2.02048 -1.0832 -1.6573 1.3433
O 0.85475 2.19548 3.52886 -0.2412 0.6505 -1.1055
N -2.77424 -1.75540 0.81228 -2.4372 3.9304 -5.2606
O 2.06923 1.27329 -0.12700 0.8700 -2.5929 -0.5314
C -0.52378 1.56822 0.18113 -0.1289 0.8845 0.1202
H 1.26142 3.00956 0.83775 -0.4630 -2.4871 -0.5666
H -0.00495 0.17446 -3.22405 -0.7179 -0.7399 2.4061
S -1.46330 -1.40796 -1.97960 -1.2489 0.3437 1.3577
O -3.87053 -0.28978 -0.87417 0.5058 -2.5286 4.7900
S 3.61263 -2.71965 -0.29034 -0.4255 -7.0709 -5.6633
H -5.68603 0.21876 0.52210 2.6021 -1.3395 -0.5169
S 2.64430 -0.20237 0.57697 -4.8969 -0.0093 3.3627
F 4.40969 -2.86563 1.24014 -2.0042 1.2084 -2.9753
H 1.17319 1.50832 4.08529 0.3631 -0.8973 0.9596
O 2.34017 -3.64130 -0.39065 4.6141 4.7512 1.8650
C -4.66328 -0.35382 0.38950 4.0320 -3.0492 1.1016
H -1.85876 1.56502 -1.67771 2.5281 -0.4876 0.3271
H 0.79928 -0.43739 -1.63421 -2.1262 0.9772 -0.5622
O 3.32225 -1.10131 -0.74848 0.6211 -2.6103 0.7869
O 1.47289 -1.09289 1.06113 4.0188 3.2021 -2.1168
C 1.00347 1.86653 0.69479 -1.4165 -0.1609 2.1638
C -0.20611 -0.02166 -2.06403 0.8658 1.4200 -0.4210
H -1.16957 2.52355 0.49158 1.4931 -2.0456 -0.5956
C -0.70046 1.40907 -1.43885 -0.3649 0.0052 0.1391
H -0.97677 0.67786 0.81652 1.0437 1.6486 -1.6088
C -2.71256 -1.15836 -0.60594 -1.3979 0.1009 3.5855
```
Positions in Å, forces in eV/Å.

Properties
HOMO, eV: -3.217
Charge: -1
Lowest unoccupied orbital energy, eV: 0.24

Atomic partial charges in e from the Mulliken method, atoms 1 to 6: number 1, N, carries -0.275; number 2, O, carries -0.532; number 3, H, carries 0.344; number 4, H, carries 0.355; number 5, O, carries -1.067; number 6, N, carries -0.143

This record from OMol25 describes an isolated ion of composition C6H10FN3O and charge +2 in a non-equilibrium geometry. The level of theory is ωB97M-V/def2-TZVPD.

Structure (XYZ):
```
21
Properties=species:S:1:pos:R:3:forces:R:3
F -0.05519 1.41180 -1.66695 0.0573 0.2083 1.8169
H 1.31964 2.54055 0.01286 4.7620 1.4162 -1.6742
H -2.16559 1.13286 -0.75535 -0.2160 -0.0420 -0.2594
H -0.22845 3.11505 0.24237 -0.5668 1.4427 -0.0183
H 2.16033 -1.36031 -0.64695 0.9703 -1.3548 0.6368
C 0.49150 2.39255 0.51319 -4.6611 -3.2541 -1.6875
N 0.59467 -0.17242 -0.20009 -0.5758 0.9728 -0.6890
C 0.14079 -3.57351 0.36204 -0.5775 -0.9431 -0.2470
N 2.01316 -0.37919 -0.72490 -3.4864 2.2824 1.5693
C -0.24321 -1.15806 0.11386 1.4251 -1.6643 0.6056
H -1.97922 -0.76378 1.42591 0.5839 -0.8872 -0.0261
H 2.44633 0.29629 -0.09659 1.4237 -0.6949 0.3883
C -1.56852 0.85024 0.09882 0.6893 -2.6625 -1.4980
H -1.88601 1.39148 0.91298 -0.7396 1.0921 1.9721
C -0.14821 1.18982 -0.23451 1.2877 0.4340 -2.5073
H 2.22203 -0.05333 -1.67166 -0.8939 0.1332 -0.6538
O 0.11534 -4.71135 0.41185 0.0074 0.8703 0.1852
C -1.62137 -0.73865 0.38907 -0.6674 2.9141 -0.0286
H -2.36225 -1.24465 -0.22689 0.1759 -0.2583 -0.1620
N 0.30345 -2.35703 0.22582 0.4785 0.1584 -0.3673
H 0.45079 2.19163 1.51513 0.5234 -0.1632 2.6441
```
Positions in Å, forces in eV/Å.

Properties
Energy relative to the best compared isomer or geometry (same formula, charge and spin), eV: 0.270
HOMO, eV: -20.261
Charge: +2
Lowest unoccupied orbital energy, eV: -9.44
SMILES string: C[C@]1(F)CCC(=[N+]=C=O)N1[NH3+]

Atomic partial charges in e from the Mulliken method, atoms 1 to 6: number 1, F, carries -0.362; number 2, H, carries 0.650; number 3, H, carries 0.384; number 4, H, carries 0.436; number 5, H, carries 0.296; number 6, C, carries -1.655

This record from OMol25 describes C6H10HoO6 as an isolated structure in a non-equilibrium geometry. The level of theory is ωB97M-V/def2-TZVPD.

Structure (XYZ):
```
23
Properties=species:S:1:pos:R:3:forces:R:3
C -0.18086 -1.84833 -0.55838 -0.1808 -0.2055 -0.1416
H 0.62712 -2.05201 -1.27589 -0.1105 -0.0178 0.0373
O 0.97710 2.44672 0.51576 0.6364 -0.8684 2.9781
H -0.10794 0.32784 1.43858 0.1316 -0.1409 -0.0502
H -3.78756 2.01602 0.45297 -0.0086 0.0814 -0.1597
C 0.39716 -1.72436 0.85882 -0.0303 0.0205 0.1266
O 1.66298 0.28772 0.39987 2.3170 -0.9117 1.3941
H 1.29562 -0.40208 2.30173 -0.2624 0.0808 -0.1419
C 0.75620 -0.33861 1.34955 -0.7836 -0.6190 0.8496
C 1.86187 1.59148 0.52023 -5.6820 1.3057 -4.1978
H -0.32921 -2.09772 1.59426 0.2161 0.0532 -0.1495
C -2.51999 0.91648 -0.39969 -0.7094 1.2847 -0.6881
O -3.35985 1.16278 0.59839 0.1025 -0.3194 0.2690
H 1.28438 -2.36921 0.93219 -0.2044 0.0110 0.1497
O -2.30730 1.65593 -1.33047 0.3326 -0.3884 0.3022
O 2.75964 1.91902 -0.40188 2.8148 2.1258 -2.3877
H 2.11232 2.84799 -0.68935 2.3426 -2.2793 0.8214
O -1.97183 -0.27015 -0.20777 0.7658 -1.0215 0.4344
C -0.92804 -0.65434 -1.11470 -0.4252 0.3140 -0.2270
Ho 4.23957 0.01883 -1.04456 -1.5516 1.1748 0.6411
H -0.26763 0.20872 -1.26644 -0.1246 -0.0378 -0.0544
H -0.83307 -2.73263 -0.59165 0.2233 0.2280 0.0191
H -1.38072 -0.91011 -2.08159 0.1908 0.1298 0.1753
```
Positions in Å, forces in eV/Å.

Properties
⟨S²⟩: 8.7527
2S+1: 6
HOMO (alpha / beta), eV: -15.724 / -15.724
Charge: +2
Lowest unoccupied orbital energy (alpha / beta), eV: -10.44 / -10.72

Atomic partial charges in e from the Mulliken method, atoms 1 to 6: number 1, C, carries -0.525; number 2, H, carries 0.244; number 3, O, carries -0.489; number 4, H, carries 0.371; number 5, H, carries 0.378; number 6, C, carries -0.652